(P)
9
Properties=species:S:1:pos:R:3:lowdin_charge:R:1 method="wB97M-V/def2-TZVPD" homo_energy_ev="-9.52 / -8.26" total_charge=0
C 0.914 0.720 -0.245 -0.15
O -2.305 0.965 -0.201 -0.64
O 0.282 -2.106 -0.519 -0.53
S -2.018 -0.261 -0.962 0.69
S -0.289 -0.916 0.061 0.21
I -0.111 -0.903 2.692 0.32
H 0.426 1.666 -0.323 0.03
H 1.716 0.440 0.612 0.07
H 1.383 0.395 -1.115 0.00

(Q)
9
Properties=species:S:1:pos:R:3:lowdin_charge:R:1 method="wB97M-V/def2-TZVPD" homo_energy_ev="-9.59 / -8.86" total_charge=0
C -1.820 0.035 -0.398 0.05
O 0.602 1.828 -0.814 -0.64
O 1.522 -0.401 2.143 -0.64
S 1.802 1.235 -0.194 0.68
S 0.924 -0.576 0.836 0.24
I 2.373 -2.162 -0.430 0.40
H -1.906 -0.101 0.749 0.03
H -1.065 0.619 -0.770 -0.11
H -2.434 -0.477 -1.122 -0.01

(R)
9
Properties=species:S:1:pos:R:3:lowdin_charge:R:1 method="wB97M-V/def2-TZVPD" homo_energy_ev=-9.35 total_charge=0
C -0.080 0.135 0.308 -0.18
O 1.069 0.587 1.031 -0.66
O 2.732 4.265 0.905 -0.64
S 1.105 2.111 1.425 0.67
S 2.782 2.903 0.409 0.22
I 2.200 2.848 -2.075 0.30
H -0.535 -0.713 0.983 0.12
H 0.259 -0.105 -0.749 0.10
H -0.958 0.826 0.265 0.08

Which structure is most stable? (R), by 1.537 eV over the runner-up.